Entry 1:
Formula: C46H99ClN7OSi
Source: the OMol25 dataset
Level of theory: wB97M-V/def2-TZVPD

Summary:
- total charge = +1
- orbital gap (eV) = 5.231

Last column: Mulliken charge in e.
Geometry (Å):
C  1.97  -0.33  3.40  -0.822
H  8.16  -4.39  5.63  0.475
C  4.59  -2.03  2.18  -0.743
H  2.42  -7.69  -3.90  0.319
H  5.81  -4.31  10.32  0.325
H  2.24  -0.37  2.35  0.093
H  1.78  0.45  -2.58  0.570
H  1.23  2.72  -1.90  0.539
H  -6.95  5.82  1.41  0.251
C  -0.95  -2.84  -1.43  -1.196
H  4.52  -3.59  -6.07  0.320
H  -1.13  -2.56  -0.39  0.315
O  -0.20  -0.25  -2.36  0.064
H  2.35  -2.86  -1.06  0.471
C  -8.11  4.01  1.41  -0.650
H  -1.58  2.36  -5.83  -0.158
H  1.40  -1.67  4.97  0.373
H  3.84  -1.54  1.55  -0.029
C  -3.02  2.63  -1.66  0.185
N  8.02  -3.06  8.76  0.135
N  3.26  -2.33  4.34  0.139
H  -9.05  3.61  1.81  0.375
C  -3.35  3.48  -2.75  0.027
H  -5.52  1.10  0.90  0.202
H  8.60  -2.33  10.62  0.351
H  4.04  -6.12  -2.95  0.313
H  2.84  -4.18  -6.01  0.172
H  -9.32  6.47  4.59  0.338
H  3.25  -3.63  2.71  0.379
H  1.40  -2.41  3.41  0.363
H  0.53  -3.60  -3.78  0.350
C  0.44  1.98  -1.89  -1.509
H  0.40  1.60  -0.88  0.514
C  3.50  -1.20  6.54  -1.558
H  -4.47  4.73  -0.95  0.393
Si  0.44  -1.80  -2.15  0.218
H  -3.57  5.26  -4.56  -0.283
C  -2.33  3.85  -3.63  0.766
H  3.60  -6.45  -6.71  0.267
N  -4.02  2.21  -0.77  -0.315
H  -1.56  2.41  -8.68  0.359
H  -0.65  -3.89  -1.41  0.386
H  2.63  -1.14  -1.04  0.393
H  6.68  -3.77  6.36  0.160
H  0.30  2.92  -5.02  0.408
C  3.82  -4.32  -6.48  -1.298
H  8.03  -5.05  8.02  0.259
H  7.70  -4.50  11.33  0.222
N  -8.88  6.40  1.92  0.153
H  0.77  5.56  -3.67  0.230
C  -9.86  5.68  4.08  -1.432
H  4.73  -3.60  3.62  0.363
C  1.85  -1.90  -0.93  -1.114
H  -9.13  5.46  -0.89  0.113
H  4.50  -0.64  4.72  0.186
H  2.64  0.36  3.91  0.314
H  -2.23  6.74  -5.43  0.501
H  -9.72  7.93  0.81  0.403
H  1.56  -6.23  -3.48  0.361
H  5.23  -5.85  -6.91  0.481
H  -5.56  6.87  -1.25  0.365
H  6.22  -2.33  8.03  0.237
H  0.96  0.09  3.46  0.378
H  -0.82  5.67  -5.63  0.335
H  -10.82  5.54  4.58  0.438
C  -4.88  0.34  0.44  -1.132
H  9.44  -4.52  11.55  0.397
C  -3.90  -0.01  -1.89  -1.279
H  0.33  -2.02  -4.58  0.427
H  2.11  4.36  -4.04  0.343
C  4.82  -8.60  -5.20  -0.971
C  1.98  -1.73  4.04  -0.741
H  4.24  -0.75  7.19  0.450
C  -1.65  5.93  -4.99  -1.950
H  5.21  -1.25  2.63  0.294
C  2.33  -6.63  -4.14  -1.032
H  1.52  -1.88  0.11  0.190
H  -4.92  4.56  -3.77  0.432
H  -0.94  3.65  -6.86  0.227
H  -6.14  4.30  -1.23  0.348
H  -10.62  5.20  2.13  0.276
H  5.23  -2.61  1.52  0.406
C  -2.30  2.31  -7.89  -1.368
H  -2.93  -0.50  -1.71  0.135
H  -7.47  5.32  2.98  0.415
H  3.41  -4.81  -3.88  0.280
C  -2.93  4.01  -6.12  -1.309
H  4.07  -8.92  -4.48  0.226
C  5.47  -7.28  -4.80  -0.690
C  0.16  3.55  -4.15  -0.967
H  9.86  -3.09  9.69  0.418
Cl  -5.90  2.56  -3.23  -0.192
C  -5.28  4.76  -1.68  -0.401
C  0.75  0.75  -2.75  -0.214
C  5.69  -3.98  9.29  -1.072
N  4.69  -6.06  -4.93  0.122
C  -2.64  4.76  -4.80  1.006
H  5.83  -7.36  -3.77  0.347
H  -6.51  6.27  -2.63  0.319
H  2.68  -0.49  6.42  0.396
H  -1.34  6.29  -4.01  0.369
H  -2.50  1.27  -7.65  0.341
C  -4.78  3.93  -2.91  -0.367
H  -3.87  3.46  -6.09  0.491
H  3.69  -4.11  -7.55  0.453
H  -1.90  -2.70  -1.96  0.338
C  4.14  -1.57  5.21  0.141
C  1.04  4.54  -3.92  -1.086
C  3.94  -2.95  3.22  -0.726
H  -10.09  6.88  -1.29  0.409
H  -4.14  -0.07  1.12  0.278
H  6.38  -7.15  -5.40  0.417
C  7.77  -3.69  6.38  -1.370
H  6.48  -2.03  9.72  0.325
C  -10.09  6.03  2.62  -0.365
C  -5.55  6.21  -2.11  -1.398
H  1.97  -2.53  -3.93  0.205
H  -5.51  -0.48  0.10  0.405
H  5.02  -2.17  5.42  0.077
N  -0.88  2.55  -2.23  1.129
C  -4.23  0.94  -0.77  0.931
C  6.60  -2.80  8.95  -0.572
H  -4.65  -0.81  -1.88  0.558
H  -3.03  4.79  -6.87  0.459
C  -9.11  7.04  0.63  -0.652
H  5.87  -4.84  8.64  0.238
H  -3.25  2.75  -8.21  0.357
H  -4.74  6.54  -2.77  0.373
C  -9.79  6.22  -0.47  -0.929
H  -10.77  6.89  2.59  0.488
C  -7.81  5.42  1.95  -0.837
C  3.64  -5.88  -3.94  -0.596
H  3.11  -2.09  7.04  0.302
C  8.35  -4.03  7.74  -0.404
C  -1.83  3.06  -6.62  0.511
H  -7.32  3.33  1.72  0.143
H  -3.88  0.44  -2.87  0.301
N  -1.82  2.18  -1.37  -1.112
H  4.65  -3.69  9.16  0.409
C  -1.05  3.30  -3.31  1.139
H  -9.30  4.75  4.19  0.284
H  1.95  -6.54  -5.16  0.235
C  8.80  -3.19  9.97  -0.691
C  0.88  -2.57  -3.82  -1.040
H  0.54  0.96  -3.80  0.185
C  8.65  -4.47  10.80  -0.975
C  4.34  -5.74  -6.30  -0.397
H  4.35  -8.54  -6.19  0.277
H  -8.16  7.42  0.25  0.302
H  -8.16  3.99  0.33  0.151
H  8.73  -5.37  10.18  0.279
H  5.58  -9.38  -5.25  0.398
H  9.44  -4.07  7.65  0.482
H  -10.70  5.72  -0.11  0.316
H  8.05  -2.68  6.08  0.346


Entry 2:
Formula: C15H17N4O4
Source: the OMol25 dataset
Level of theory: wB97M-V/def2-TZVPD

Summary:
- total charge = +1
- orbital gap (eV) = 7.635
- SMILES = CC(=O)OC(=O)Cn1c[nH+]nc1CCC(=O)Nc1ccccc1

Last column: natural (NBO) charge in e.
Geometry (Å):
C  2.32  -2.48  0.06  -0.757
O  3.27  -0.97  -1.66  -0.529
O  1.11  -0.57  -2.10  -0.471
H  -2.17  -3.57  1.97  0.224
O  -3.57  1.83  -1.14  -0.496
H  -1.89  -0.16  -1.58  0.218
H  -1.33  -4.17  -0.30  0.222
H  3.27  0.70  1.28  0.272
H  2.76  -3.42  0.38  0.276
H  1.54  -2.68  -0.67  0.259
H  -2.89  -1.28  2.45  0.223
C  -1.83  2.89  0.03  -0.503
H  -3.92  0.69  1.04  0.404
H  -1.18  -2.43  -2.02  0.224
H  3.37  1.52  -1.24  0.255
C  -1.96  -0.88  -0.78  -0.307
C  -2.53  -1.51  1.46  -0.267
H  -2.26  3.79  -0.39  0.254
C  2.32  1.27  -1.28  -0.332
H  -0.53  1.96  -1.47  0.258
O  4.49  -1.57  0.09  -0.499
N  1.71  1.51  0.03  -0.300
C  0.51  2.11  0.36  0.410
H  -1.73  3.06  1.10  0.251
N  0.40  2.14  1.66  -0.205
N  -2.93  0.78  0.82  -0.719
C  -1.63  -3.16  -0.05  -0.240
C  2.31  1.17  1.16  0.251
H  1.87  -2.04  0.94  0.242
C  2.15  -0.19  -1.71  0.780
H  1.85  1.87  -2.04  0.268
C  -2.46  -0.53  0.46  0.227
H  1.69  1.43  3.11  0.455
N  1.50  1.56  2.13  -0.276
C  -2.85  1.79  -0.19  0.712
C  -1.55  -2.19  -1.04  -0.178
C  3.45  -1.65  -0.45  0.785
C  -0.46  2.63  -0.62  -0.465
C  -2.11  -2.81  1.21  -0.189
H  -0.11  3.59  -0.99  0.263


Entry 3:
Formula: C7H14N2
Source: the OMol25 dataset
Level of theory: wB97M-V/def2-TZVPD

Summary:
- total charge = 0
- orbital gap (eV) = 8.797

Last column: natural (NBO) charge in e.
Geometry (Å):
H  0.02  2.67  -0.38  0.208
N  -0.64  0.35  -2.35  -0.424
H  -2.81  -1.60  -1.06  0.246
C  -0.01  1.05  0.97  -0.247
H  -0.20  -1.81  1.01  0.180
H  -3.39  0.00  -1.57  0.251
N  1.64  0.68  -0.77  -0.840
H  -0.54  -2.20  -0.64  0.205
H  -0.47  0.63  1.85  0.203
C  1.08  0.23  0.40  0.300
H  -2.66  -0.22  0.04  0.252
H  -1.30  2.71  0.91  0.199
C  0.11  -1.59  -0.01  -0.791
H  0.95  0.77  -1.55  0.418
C  -1.30  -0.21  -1.56  0.360
H  2.63  0.62  1.83  0.233
C  -2.62  -0.53  -1.00  -0.717
C  2.08  -0.23  1.43  -0.649
H  1.07  -2.03  -0.23  0.189
H  1.57  -0.73  2.25  0.223
C  -0.43  2.22  0.49  -0.382
H  2.80  -0.93  1.00  0.215
H  2.43  0.14  -1.07  0.368